Run w
Formula: C7H8
Source: the Open Molecules 2025 dataset
Level of theory: ωB97M-V with the def2-TZVPD basis set

```
15
Properties=species:S:1:pos:R:3
C -0.782 0.764 1.149
C 0.360 0.137 0.342
C -0.126 -0.340 -1.049
C -0.853 -1.609 -0.951
C -1.393 -2.678 -0.824
C 1.487 1.069 0.208
C 2.422 1.822 0.108
H -1.155 1.662 0.644
H -1.607 0.053 1.254
H -0.438 1.054 2.147
H 0.724 -0.748 0.879
H -0.763 0.432 -1.498
H 0.732 -0.471 -1.717
H -1.862 -3.632 -0.719
H 3.254 2.486 0.027
```

Its multiplicity is 1. The calculation puts the gap between HOMO and LUMO at 10.98 eV. Its SMILES is C#CC[C@H](C)C#C. Its LUMO energy is 1.03 eV.

Results of the Löwdin charge analysis, in e, for atoms 1 through 2: C -0.067; C -0.395

=====

Run x
Formula: C7H8
Source: the Open Molecules 2025 dataset
Level of theory: ωB97M-V with the def2-TZVPD basis set

```
15
Properties=species:S:1:pos:R:3
C -2.379 0.731 -0.409
C 1.287 0.036 0.315
C 0.066 0.769 0.021
C -1.161 0.330 0.352
C 2.500 0.561 0.091
C 1.177 -1.374 0.497
C 0.967 -2.557 0.427
H 0.167 1.619 -0.650
H -1.288 -0.496 1.049
H 3.395 -0.047 0.184
H 2.631 1.581 -0.252
H -3.109 -0.085 -0.357
H -2.836 1.642 -0.024
H -2.131 0.856 -1.469
H 0.714 -3.568 0.225
```

Its multiplicity is 1. The calculation puts the gap between HOMO and LUMO at 9.18 eV. Its SMILES is C#CC(=C)/C=C/C. Its LUMO energy is 0.66 eV.

Results of the Löwdin charge analysis, in e, for atoms 1 through 2: C -0.106; C -0.353

=====

The most stable arrangement is run x, and the next structure is 0.299 eV less stable.

=====

Run w
Formula: C7H8
Source: the Open Molecules 2025 dataset
Level of theory: ωB97M-V with the def2-TZVPD basis set

```
15
Properties=species:S:1:pos:R:3
C -1.074 -1.188 -0.147
C -1.879 -0.065 -0.210
C 0.293 -0.896 0.023
C 0.434 0.622 -0.015
C 1.315 -1.797 0.115
C 1.365 1.521 -0.173
C -0.979 1.090 0.166
H -1.290 -2.230 0.018
H -2.881 0.009 -0.422
H 2.295 -1.551 0.339
H 1.061 -2.904 0.221
H 1.241 2.636 -0.264
H 2.444 1.297 -0.435
H -1.373 1.992 -0.370
H -0.972 1.465 1.152
```

Its multiplicity is 1. The calculation puts the gap between HOMO and LUMO at 8.58 eV. Its SMILES is C=C1C=CCC1=C. Its LUMO energy is 0.49 eV.

Results of the Löwdin charge analysis, in e, for atoms 1 through 2: C -0.072; C 0.001

=====

Run x
Formula: C7H8
Source: the Open Molecules 2025 dataset
Level of theory: ωB97M-V with the def2-TZVPD basis set

```
15
Properties=species:S:1:pos:R:3
C -0.404 -0.857 -1.319
C 0.072 -0.136 -0.045
C 1.595 -0.293 0.121
C -0.333 1.289 -0.043
C -0.797 2.379 0.168
C -0.647 -0.654 1.160
C -1.258 -1.071 2.181
H -1.488 -0.780 -1.431
H -0.132 -1.916 -1.270
H 0.077 -0.415 -2.198
H 2.110 0.151 -0.737
H 1.943 0.192 1.036
H 1.855 -1.356 0.169
H -1.228 3.332 0.386
H -1.365 0.136 1.824
```

Its multiplicity is 1. The calculation puts the gap between HOMO and LUMO at 11.12 eV. Its LUMO energy is 0.68 eV.

Results of the Löwdin charge analysis, in e, for atoms 1 through 2: C -0.036; C -0.559

=====

The most stable arrangement is run w, and the next structure is 2.942 eV less stable.

=====

Run w
Formula: C7H8
Source: the Open Molecules 2025 dataset
Level of theory: ωB97M-V with the def2-TZVPD basis set

```
15
Properties=species:S:1:pos:R:3
C -0.155 -1.540 -0.501
C -0.466 -0.111 -0.185
C 0.365 1.016 -0.733
C 1.787 0.830 -0.393
C 2.950 0.661 -0.125
C -1.462 0.083 0.612
C -2.250 0.196 1.633
H 0.130 -1.607 -1.555
H 0.660 -1.908 0.121
H -1.042 -2.163 -0.337
H -1.436 0.899 2.031
H 0.251 1.055 -1.819
H 0.019 1.973 -0.324
H 3.984 0.516 0.107
H -3.334 0.101 1.467
```

Its multiplicity is 1. The calculation puts the gap between HOMO and LUMO at 9.31 eV. Its SMILES is C#CCC(C)=C=C. Its LUMO energy is 0.88 eV.

Results of the Löwdin charge analysis, in e, for atoms 1 through 2: C -0.051; C -0.334

=====

Run x
Formula: C7H8
Source: the Open Molecules 2025 dataset
Level of theory: ωB97M-V with the def2-TZVPD basis set

```
15
Properties=species:S:1:pos:R:3
C -2.468 -0.142 0.182
C -0.046 -0.904 0.761
C -0.956 0.014 0.148
C -0.309 0.866 -0.671
C 1.174 0.557 -0.841
C 1.985 0.575 0.297
C 1.229 -0.754 0.251
H -2.807 -0.763 1.003
H -2.595 -0.706 -0.748
H -2.973 0.805 0.038
H -0.326 -1.662 1.480
H -0.867 1.443 -1.397
H 1.486 0.343 -1.869
H 3.065 0.475 0.231
H 1.811 -1.641 0.038
```

Its multiplicity is 1. The calculation puts the gap between HOMO and LUMO at 6.11 eV. Its LUMO energy is -0.74 eV.

Results of the Löwdin charge analysis, in e, for atoms 1 through 2: C -0.040; C -0.028

=====

The most stable arrangement is run w, and the next structure is 0.632 eV less stable.